(1)
DFT (wB97M-V/def2-TZVPD) results for a structure of composition C9H7Cl2MnN3O4S3 at a distorted geometry.

Results
- Total energy: -110974.725 eV
- Charge: -2
- HOMO-LUMO gap (alpha / beta): 6.4 / 6.4 eV
- Spin multiplicity: 6
- ΔE to the lowest compared entry with this formula, charge and spin: 118.84 kJ/mol

Each line ends with the Löwdin charge.
Cartesian coordinates (Å):
Mn1 -4.414 0.011 -1.618  0.35
Cl1 -6.849 0.662 -1.569  -0.13
C1 -6.451 -1.606 -0.030  -0.54
Cl2 -4.736 -2.076 0.101  0.50
H1 -7.038 -2.294 -0.619  -0.01
H2 -6.841 -1.187 0.885  -0.02
O1 -4.492 -0.859 -3.009  -0.60
S1 3.972 -1.873 -2.285  0.47
C2 2.538 -1.291 -1.632  -1.11
S2 1.031 -1.500 -2.449  0.93
C3 0.159 -0.600 -1.208  -1.18
N1 0.970 -0.179 -0.269  -0.02
N2 2.295 -0.575 -0.517  -0.15
C4 3.219 -0.120 0.467  -0.18
C5 4.492 -0.664 0.627  -0.06
C6 5.336 -0.179 1.616  -0.11
C7 4.936 0.845 2.457  -0.12
C8 3.664 1.382 2.302  -0.10
C9 2.811 0.907 1.323  -0.02
S3 -1.506 -0.354 -1.324  0.54
H3 4.821 -1.459 -0.020  0.02
H4 6.321 -0.618 1.723  0.09
H5 5.602 1.220 3.225  0.09
H6 3.326 2.181 2.951  0.09
H7 1.819 1.315 1.210  0.10
O2 -3.720 2.126 -1.821  -0.09
N3 -3.730 2.265 -0.579  -0.58
O3 -3.385 3.277 -0.008  0.03
O4 -4.149 1.246 0.069  -0.19

(2)
DFT (wB97M-V/def2-TZVPD) results for a cluster of 2 separate species, C5H12Cl2N2O2S in total at a distorted geometry.

Results
- Total energy: -48330.124 eV
- HOMO-LUMO gap (alpha / beta): 7.8 / 7.9 eV
- ΔE to the lowest compared entry with this formula, charge and spin: 0.00 kJ/mol

Each line ends with the Löwdin charge.
Cartesian coordinates (Å):
C1 1.091 2.029 -0.563  -0.15
C2 -2.040 -2.238 0.247  -0.12
C3 -2.613 0.203 0.541  -0.10
C4 2.434 0.334 0.827  -0.40
C5 2.175 0.992 -0.599  -0.79
N1 -2.080 -0.871 -0.311  -0.32
N2 1.179 -0.040 1.327  -0.46
O1 0.165 -1.650 -1.423  -0.36
O2 -0.821 0.507 -2.059  -0.31
S1 -0.587 -0.452 -1.026  0.74
Cl1 3.734 1.536 -1.171  0.66
Cl2 1.166 -1.603 1.849  0.69
H1 0.898 2.336 -1.566  0.07
H2 1.567 2.917 -0.104  0.10
H3 0.204 1.635 -0.162  0.01
H4 -1.286 -2.717 -0.304  0.03
H5 -1.780 -2.355 1.343  0.09
H6 -2.995 -2.738 0.145  0.09
H7 -2.289 0.109 1.556  0.07
H8 -2.315 1.220 0.152  0.10
H9 -3.703 0.222 0.535  0.09
H10 2.944 -0.526 0.505  0.06
H11 3.040 1.063 1.430  0.14
H12 1.912 0.088 -1.169  0.07

(3)
DFT (wB97M-V/def2-TZVPD) results for the ion C12H18N2P with charge +1 at a distorted geometry.

Results
- Total energy: -24997.672 eV
- Charge: +1
- HOMO-LUMO gap: 8.9 eV
- SMILES: CCP(C)(C)=C1N=c2ccccc2=[N+]1C
- ΔE to the lowest compared entry with this formula, charge and spin: 41.66 kJ/mol

Each line ends with the Löwdin charge.
Cartesian coordinates (Å):
C1 1.352 0.397 -2.025  -0.14
C2 2.487 0.122 -1.007  -0.28
P1 1.834 -0.484 0.628  0.97
C3 2.107 -2.279 0.861  -0.16
C4 2.688 0.496 1.851  -0.19
C5 0.077 -0.153 0.541  -0.46
N1 -0.526 -1.319 0.390  0.12
C6 -1.834 -0.984 0.059  -0.19
C7 -2.898 -1.762 -0.394  0.01
C8 -4.083 -1.095 -0.563  -0.08
C9 -4.231 0.287 -0.465  -0.04
C10 -3.125 1.096 -0.144  0.01
C11 -1.979 0.437 0.215  -0.14
N2 -0.692 0.932 0.436  -0.09
C12 -0.040 2.221 0.557  -0.01
H1 0.399 0.875 -1.570  0.07
H2 1.594 1.118 -2.907  0.12
H3 0.868 -0.447 -2.574  0.09
H4 3.320 0.819 -0.817  0.10
H5 2.887 -0.763 -1.437  0.07
H6 3.241 -2.471 0.777  0.10
H7 1.532 -2.653 0.021  0.05
H8 1.864 -2.492 1.959  0.10
H9 3.753 0.575 1.607  0.07
H10 2.448 0.202 2.879  0.08
H11 2.469 1.563 1.720  0.05
H12 -2.745 -2.799 -0.558  0.11
H13 -4.946 -1.669 -0.741  0.10
H14 -5.139 0.615 -0.877  0.10
H15 -3.159 2.145 -0.043  0.10
H16 1.049 2.004 0.100  0.10
H17 -0.535 2.944 -0.152  0.12
H18 -0.036 2.524 1.674  0.13

(4)
DFT (wB97M-V/def2-TZVPD) results for a structure of composition C14H25Cl8N4O6 at a distorted geometry.

Results
- Total energy: -133339.084 eV
- Charge: +1
- HOMO-LUMO gap: 9.8 eV

Each line ends with the Löwdin charge.
Cartesian coordinates (Å):
C1 -0.221 -2.310 -0.198  0.05
C2 -1.392 -2.829 0.635  -0.53
O1 -1.225 -3.384 1.572  0.27
O2 -2.671 -2.528 0.153  0.12
C3 -3.053 -1.256 0.438  -0.50
O3 -3.377 -0.977 1.463  0.27
C4 -3.020 -0.178 -0.674  0.03
N1 -3.634 1.003 -0.130  0.05
C5 -4.921 1.288 -0.171  -0.39
N2 -5.797 0.477 -0.769  0.21
N3 -5.180 2.429 0.394  0.22
C6 -4.014 2.845 0.799  -0.07
N4 -3.087 2.024 0.506  0.04
C7 -1.657 2.187 0.774  -0.11
O4 -1.165 1.109 1.490  -0.05
C8 0.175 1.345 1.915  -0.24
O5 0.855 2.252 1.117  -0.11
C9 2.225 1.890 0.884  -0.16
C10 2.507 1.145 -0.441  -0.23
O6 3.296 2.016 -1.245  -0.12
H1 0.388 -3.174 -0.453  0.10
H2 0.358 -1.592 0.370  0.08
H3 -0.615 -1.888 -1.125  0.06
H4 -3.541 -0.552 -1.546  0.13
H5 -1.967 0.023 -0.867  0.12
H6 -5.620 0.198 -1.707  0.11
H7 -6.625 0.137 -0.325  0.13
H8 -3.887 3.788 1.295  0.16
H9 -1.556 3.088 1.384  0.16
H10 -1.178 2.333 -0.197  0.16
H11 0.113 1.759 2.930  0.13
H12 0.671 0.377 1.999  0.12
H13 2.764 2.834 0.801  0.13
H14 2.674 1.354 1.727  0.04
H15 1.606 0.883 -1.005  0.11
H16 3.129 0.272 -0.224  0.11
H17 3.951 1.503 -1.747  -0.04
C11 -1.958 -0.672 -5.427  -1.01
Cl1 -1.102 -0.166 -3.963  0.48
Cl2 -3.532 -1.370 -5.055  0.51
H18 -2.099 0.193 -6.065  0.03
H19 -1.360 -1.417 -5.938  0.03
C12 3.090 -4.374 3.172  -1.02
Cl3 2.679 -2.659 3.052  0.48
Cl4 4.347 -4.820 2.014  0.51
H20 3.447 -4.578 4.174  0.03
H21 2.201 -4.961 2.969  0.02
C13 4.165 1.822 4.435  -0.97
Cl5 5.295 1.538 3.108  0.54
Cl6 2.659 0.917 4.207  0.55
H22 4.625 1.504 5.363  0.03
H23 3.933 2.880 4.479  0.03
C14 3.704 -0.732 -4.205  -0.97
Cl7 4.645 -0.232 -2.795  0.62
Cl8 2.135 -1.403 -3.773  0.50
H24 3.549 0.130 -4.842  0.04
H25 4.267 -1.491 -4.734  0.03

(5)
DFT (wB97M-V/def2-TZVPD) results for a structure of composition C5H6O4Sc at a distorted geometry.

Results
- Total energy: -34134.221 eV
- Charge: +3
- HOMO-LUMO gap (alpha / beta): 5.1 / 5.2 eV
- ΔE to the lowest compared entry with this formula, charge and spin: 211.75 kJ/mol

Each line ends with the Löwdin charge.
Cartesian coordinates (Å):
O1 -0.840 0.702 -1.058  0.04
C1 -1.501 -0.482 -1.148  0.03
C2 -2.805 -0.512 -0.657  -0.11
O2 -3.349 0.478 -0.059  -0.11
Sc1 -2.970 2.390 0.295  1.90
H1 -0.862 -1.364 -1.160  0.18
H2 -3.231 -1.511 -0.492  0.18
C3 2.430 -1.464 1.267  0.20
C4 2.092 -0.255 0.855  -0.07
O3 0.747 -0.035 0.506  0.15
C5 0.340 0.969 -0.180  -0.27
O4 1.195 1.875 -0.495  0.30
H3 1.720 -2.291 1.259  0.12
H4 2.764 0.568 0.626  0.15
H5 3.487 -1.696 1.386  0.13
H6 0.782 2.629 -0.944  0.19